# 1
Here is a cluster of 5 separate species, C28H68BN2 in total from the Open Molecules 2025 dataset. Energies are from wB97M-V/def2-TZVPD.

Values from the calculation:
Frontier orbital gap in eV: 5.5952
Maximum force in hartree/bohr: 0.0304
Calculated total energy in eV: -33796.979
Total charge: -1
E_LUMO in eV: 2.2
Multiplicity: 1

Structure (XYZ):
```
99
Properties=species:S:1:pos:R:3:forces:R:3:mulliken_charge:R:1
C -0.3128 2.6835 -2.1621 -0.121 -0.033 -0.900 -0.28
C -1.2706 2.2254 -3.3476 0.396 0.719 0.004 -0.73
B -2.7926 1.8335 -2.8227 0.489 0.393 -0.849 0.69
N -2.8316 0.7392 -1.7455 -0.215 -0.048 0.535 -0.65
C -3.4811 3.2576 -2.2873 -0.769 -0.550 0.261 -0.79
C -5.0360 3.2366 -2.4368 -0.218 -0.192 -0.139 -0.18
N -5.6915 2.4540 -3.2397 0.618 1.057 0.971 -0.45
H -0.6130 2.2535 -1.1686 0.335 0.108 -0.889 -0.30
H -0.4055 3.7980 -2.0656 0.362 -0.892 0.030 0.24
H 0.7392 2.3948 -2.4369 -0.693 0.489 0.703 0.28
H -0.8077 1.4372 -4.0187 -0.252 0.603 0.910 0.15
H -1.3984 3.1360 -4.0151 0.219 -0.976 0.431 0.20
H -3.3719 1.3951 -3.7924 -0.213 0.139 -0.456 -0.31
H -2.0115 0.1361 -1.7553 -0.210 0.192 0.346 0.11
H -3.0291 1.1005 -0.8120 0.442 -0.370 -0.128 0.14
H -3.0426 4.1466 -2.8176 -0.599 -0.622 0.313 0.20
H -3.1500 3.3541 -1.2040 -0.782 0.245 -0.865 0.23
H -5.6764 3.9343 -1.8159 0.824 -0.351 -0.262 0.31
H -6.6959 2.6554 -3.1312 0.373 -0.036 -0.018 0.20
C -1.2420 -3.2559 -6.0019 0.094 0.045 0.094 -0.73
C -2.1242 -3.7145 -4.8477 -0.012 -0.103 -0.038 -0.23
C -3.5833 -3.9286 -5.2492 -0.089 -0.004 0.045 -0.91
C -4.3088 -2.6753 -5.7470 0.057 0.060 -0.035 -0.91
C -4.3284 -1.5035 -4.7640 -0.105 -0.111 -0.078 0.02
C -5.0595 -1.8160 -3.4665 -0.005 0.202 0.128 -1.17
H -1.5613 -2.2889 -6.3945 0.017 -0.033 0.006 0.32
H -0.2071 -3.1506 -5.6661 -0.002 0.018 -0.086 -0.08
H -1.2604 -3.9834 -6.8186 -0.012 0.037 -0.017 0.30
H -2.0554 -2.9966 -4.0257 -0.061 -0.002 -0.036 0.23
H -1.7292 -4.6609 -4.4619 -0.015 0.028 0.033 0.35
H -4.1254 -4.3476 -4.3955 0.002 0.037 -0.017 0.36
H -3.6282 -4.6906 -6.0366 0.049 -0.021 0.009 0.39
H -5.3408 -2.9506 -5.9966 0.023 -0.003 0.013 0.42
H -3.8535 -2.3397 -6.6855 -0.003 -0.045 0.006 0.31
H -4.8227 -0.6557 -5.2456 0.126 0.036 0.058 0.39
H -3.3101 -1.1753 -4.5396 -0.073 0.088 0.001 -0.01
H -6.0976 -2.1037 -3.6628 0.015 -0.083 -0.022 0.33
H -5.0683 -0.9336 -2.8227 0.098 -0.038 -0.032 0.31
H -4.5755 -2.6246 -2.9128 -0.032 -0.004 0.015 0.26
C 6.2894 -3.4004 -5.9975 0.075 0.026 0.138 -1.18
C 5.6169 -4.5945 -5.3313 0.017 -0.056 -0.130 -0.35
C 4.3150 -5.0141 -6.0142 -0.081 -0.058 0.091 -0.80
C 3.2053 -3.9586 -6.0046 0.067 0.090 -0.056 -0.55
C 2.7876 -3.4662 -4.6191 -0.099 -0.058 -0.083 -0.48
C 2.2065 -4.5655 -3.7389 0.027 0.098 0.131 -1.23
H 5.6609 -2.5088 -5.9578 0.023 -0.022 -0.033 0.29
H 7.2285 -3.1646 -5.4916 -0.016 0.043 -0.070 0.37
H 6.5156 -3.6158 -7.0449 -0.036 0.039 0.012 0.29
H 5.4408 -4.3743 -4.2744 -0.039 -0.018 -0.028 0.23
H 6.3090 -5.4426 -5.3561 -0.038 0.011 0.049 0.36
H 3.9488 -5.9305 -5.5405 -0.006 0.025 -0.019 0.31
H 4.5294 -5.2797 -7.0552 0.027 0.004 0.021 0.39
H 2.3289 -4.3756 -6.5134 0.014 0.031 0.041 0.35
H 3.5173 -3.0974 -6.6041 -0.010 -0.041 -0.001 0.33
H 2.0326 -2.6844 -4.7432 0.077 0.014 0.009 0.34
H 3.6336 -2.9961 -4.1088 -0.003 0.008 -0.044 0.37
H 1.3313 -5.0192 -4.2109 0.033 -0.019 0.016 0.25
H 1.8941 -4.1510 -2.7778 -0.033 -0.083 -0.032 0.37
H 2.9373 -5.3519 -3.5375 -0.036 -0.015 -0.012 0.37
C 1.7616 0.4200 0.4929 0.057 -0.121 -0.021 -0.93
C 0.9881 -0.1612 1.6698 -0.060 0.036 -0.064 -0.45
C -0.0024 0.8264 2.2868 -0.059 -0.040 0.094 -0.54
C 0.6251 2.0867 2.8886 0.064 0.023 -0.121 -0.71
C 1.6697 1.8379 3.9769 -0.119 0.091 0.015 -0.45
C 1.1065 1.1306 5.2035 0.188 -0.032 0.055 -0.96
H 2.3763 1.2714 0.7935 -0.023 0.003 -0.038 0.28
H 2.4278 -0.3356 0.0692 0.002 0.065 -0.034 0.39
H 1.0794 0.7486 -0.2941 0.054 0.051 0.030 0.06
H 1.6896 -0.5257 2.4278 -0.036 0.007 0.037 0.25
H 0.4310 -1.0369 1.3226 0.010 0.028 0.051 0.40
H -0.5844 0.3073 3.0556 -0.003 0.028 -0.009 0.32
H -0.7224 1.1321 1.5210 0.041 -0.029 -0.005 0.22
H -0.1781 2.7080 3.3012 0.044 -0.015 0.005 0.38
H 1.0829 2.6807 2.0915 -0.046 -0.027 0.010 0.32
H 2.0802 2.8037 4.2894 0.030 -0.030 -0.034 0.35
H 2.5100 1.2635 3.5757 -0.031 0.014 -0.028 0.26
H 0.2929 1.7105 5.6472 -0.020 -0.046 -0.029 0.22
H 1.8865 1.0105 5.9604 -0.084 -0.028 0.038 0.26
H 0.7284 0.1362 4.9587 -0.029 0.036 0.019 0.33
C -0.6929 5.1922 10.9574 -0.033 -0.079 0.134 -1.18
C 0.7115 4.6134 11.0783 0.031 0.128 -0.053 -0.37
C 1.4760 4.5995 9.7545 0.090 -0.099 0.010 -0.79
C 0.8539 3.7371 8.6525 -0.112 0.060 -0.006 -0.49
C 0.6546 2.2650 9.0126 0.070 0.022 -0.104 -0.40
C 1.9590 1.5350 9.3080 -0.095 -0.117 0.076 -1.28
H -1.3183 4.5990 10.2876 0.007 0.047 0.002 0.28
H -1.1803 5.2091 11.9350 -0.040 0.038 -0.063 0.37
H -0.6599 6.2172 10.5797 -0.026 -0.042 -0.030 0.29
H 0.6582 3.6053 11.5001 0.030 0.006 -0.036 0.23
H 1.2760 5.2162 11.7969 0.006 -0.065 -0.007 0.36
H 2.5007 4.2639 9.9435 -0.022 0.010 -0.023 0.32
H 1.5606 5.6261 9.3822 -0.010 -0.011 0.029 0.38
H 1.4905 3.8028 7.7628 -0.034 -0.035 0.026 0.28
H -0.1122 4.1611 8.3606 0.043 0.006 0.000 0.32
H 0.1598 1.7679 8.1732 -0.020 0.031 0.050 0.33
H -0.0217 2.1682 9.8675 -0.001 0.039 -0.019 0.35
H 2.6333 1.5812 8.4493 0.011 0.023 0.047 0.26
H 1.7617 0.4824 9.5241 0.082 0.029 -0.016 0.36
H 2.4728 1.9582 10.1736 0.025 -0.007 -0.036 0.38
```
Positions in Å, forces in eV/Å.



# 2
Here is a cluster of 7 separate species, C28H68N2O27P8S in total from the Open Molecules 2025 dataset. Energies are from wB97M-V/def2-TZVPD.

Values from the calculation:
SMILES string: CCP(CC)c1cc(P(=O)(O)O)c2nsnc2c1.COP(=O)(OC)OC.COP(=O)(OC)OC.COP(=O)(OC)OC.COP(=O)(OC)OC.COP(=O)(OC)OC.COP(=O)(OC)OC
Frontier orbital gap in eV: 6.5253
Maximum force in hartree/bohr: 0.1186
Calculated total energy in eV: -173556.786
E_LUMO in eV: -1.7
Multiplicity: 1

Structure (XYZ):
```
134
Properties=species:S:1:pos:R:3:forces:R:3:mulliken_charge:R:1
C 2.3124 -4.6165 3.7534 -0.441 -0.842 0.502 -0.90
C 2.9913 -4.7337 2.2930 -0.135 -0.511 1.607 -0.27
P 3.2496 -3.0952 1.3859 0.435 0.279 -0.534 -0.12
C 4.3053 -2.0369 2.6063 -0.940 0.468 0.833 -0.46
C 3.9270 -0.4677 2.5506 0.135 -0.485 0.185 -0.92
C 1.6482 -2.1157 1.1877 -3.100 3.415 -1.470 0.06
C 0.3033 -2.3458 1.9705 -1.766 2.924 -1.527 -0.23
C -0.9817 -1.4606 1.7760 2.733 -0.161 -1.316 0.20
P -2.4980 -1.8873 2.8453 1.420 -3.511 2.191 0.77
O -2.1771 -3.2461 3.5324 -0.928 3.752 -2.168 -0.58
O -2.6335 -0.7227 4.1097 0.613 -1.216 -2.419 -0.55
O -3.9412 -1.9910 1.9437 2.006 1.596 2.543 -0.41
C -0.9685 -0.2673 0.7379 0.251 -0.995 0.923 0.61
N -2.0926 0.6232 0.5132 5.767 -1.420 -1.375 -0.55
S -1.4224 1.6771 -0.6743 1.757 -2.482 0.943 0.23
N 0.1772 1.0929 -0.9488 -1.770 -2.624 3.063 -0.53
C 0.3749 -0.0468 -0.0686 -1.983 0.919 0.238 0.18
C 1.6577 -0.9500 0.1319 -2.318 -1.388 2.194 -0.86
H 2.9955 -5.0881 4.5611 -1.101 0.946 -1.295 0.27
H 1.3360 -5.2436 3.7811 1.551 1.144 -0.049 0.18
H 2.0387 -3.5484 4.0690 0.555 -1.529 -0.481 0.30
H 2.4146 -5.5238 1.7013 0.861 1.413 0.450 0.39
H 4.0499 -5.1792 2.4632 -1.603 0.936 -0.647 0.20
H 5.3935 -2.2160 2.2961 -1.587 0.263 0.634 0.36
H 4.0870 -2.3844 3.6829 0.663 0.331 -1.588 0.31
H 2.8320 -0.2667 2.8670 1.789 -0.502 -0.668 0.20
H 4.0936 -0.0997 1.4781 -0.225 -0.145 1.715 0.22
H 4.5838 0.0766 3.3210 -0.807 -0.655 -1.424 0.39
H 0.2263 -3.1669 2.7561 0.045 1.235 -1.322 0.37
H -1.7242 -0.6699 4.5094 -1.155 -0.153 -0.504 0.35
H -4.6563 -1.7080 2.5705 0.544 -0.335 -0.783 0.35
H 2.5558 -0.6988 -0.5245 -1.340 -0.552 1.148 0.43
C 5.9030 4.3967 1.5581 0.661 -0.260 0.131 -0.70
O 4.5778 4.9076 1.5996 -0.908 -0.052 -0.454 -0.27
P 3.5336 4.3763 0.5057 -0.171 -0.442 -0.129 1.27
O 3.8925 3.1043 -0.1644 -0.083 1.034 0.518 -0.77
O 3.3423 5.6311 -0.4747 -0.496 -0.596 0.518 -0.38
C 4.4995 6.1849 -1.0777 0.489 0.302 -0.192 -0.72
O 2.1580 4.3583 1.3167 1.209 0.561 -0.069 -0.41
C 1.0143 3.8625 0.6344 -0.523 -0.353 -0.246 -0.77
H 6.5825 5.1692 1.9223 -0.216 0.022 0.023 0.27
H 5.9746 3.5231 2.2083 0.041 0.010 -0.116 0.25
H 6.2021 4.1240 0.5443 -0.071 -0.081 0.110 0.34
H 5.2135 5.4062 -1.3567 -0.036 0.013 -0.042 0.35
H 4.9694 6.8856 -0.3828 0.020 -0.046 -0.043 0.26
H 4.2023 6.7274 -1.9760 -0.100 -0.117 0.134 0.29
H 1.0131 2.7726 0.6694 0.069 0.142 -0.075 0.28
H 0.9977 4.1982 -0.4052 -0.017 -0.078 0.044 0.38
H 0.1201 4.2349 1.1372 0.206 0.071 0.059 0.32
C -4.7849 0.1369 -1.3634 0.527 -0.135 0.484 -0.52
O -5.7583 0.0580 -2.3960 -0.447 0.597 -0.794 -0.34
P -5.9075 1.3127 -3.3809 0.391 0.037 -0.378 0.97
O -4.7559 2.2446 -3.4174 -0.893 -0.687 0.275 -0.63
O -7.3029 1.9745 -2.9458 0.373 -0.245 -0.664 -0.32
C -7.4631 2.3511 -1.5896 -0.085 0.070 0.500 -0.61
O -6.2732 0.6203 -4.7724 0.003 -0.065 1.359 -0.33
C -6.4119 1.4734 -5.9006 0.024 0.428 -0.654 -0.54
H -5.1370 -0.4451 -0.5100 -0.043 -0.019 -0.182 0.26
H -3.8447 -0.2864 -1.7202 -0.025 0.093 0.085 0.30
H -4.6227 1.1656 -1.0357 0.056 -0.082 -0.095 0.26
H -6.5374 2.7617 -1.1791 -0.041 0.038 -0.005 0.31
H -7.7713 1.4798 -1.0062 0.063 0.059 0.015 0.23
H -8.2433 3.1106 -1.5253 0.098 -0.078 -0.145 0.27
H -5.4260 1.7009 -6.3101 -0.092 0.058 0.052 0.25
H -6.9238 2.4011 -5.6344 0.045 -0.049 -0.042 0.30
H -6.9997 0.9545 -6.6592 0.061 -0.048 0.185 0.16
C 8.8175 -5.8660 2.9648 -0.104 -0.013 0.688 -0.59
O 9.0561 -5.5552 1.5990 -0.328 -0.235 -0.922 -0.33
P 8.1336 -6.2629 0.4959 -0.491 0.106 -0.110 1.16
O 6.8541 -6.8249 0.9889 1.088 0.351 -0.197 -0.65
O 9.1173 -7.3219 -0.1991 -0.547 0.627 -0.196 -0.39
C 9.7635 -8.2708 0.6317 0.303 -0.314 0.322 -0.64
O 7.9977 -5.1312 -0.6224 0.704 -0.505 1.016 -0.35
C 7.1667 -5.4230 -1.7371 -0.549 -0.111 -0.522 -0.61
H 9.7630 -5.7955 3.5052 -0.023 0.080 -0.197 0.26
H 8.1133 -5.1444 3.3825 0.003 -0.120 0.017 0.24
H 8.4233 -6.8764 3.0891 -0.073 0.133 -0.018 0.31
H 9.1023 -8.6154 1.4303 0.010 -0.042 -0.044 0.32
H 10.6614 -7.8216 1.0634 -0.065 -0.045 0.030 0.24
H 10.0569 -9.1279 0.0242 -0.115 0.156 -0.029 0.26
H 6.1232 -5.2410 -1.4728 0.065 -0.084 -0.021 0.21
H 7.2898 -6.4587 -2.0620 -0.028 0.068 0.009 0.30
H 7.4448 -4.7624 -2.5595 0.102 -0.016 0.210 0.25
C -2.4205 -5.2768 5.4925 0.076 0.404 -0.616 -0.51
O -2.2988 -5.7334 6.8372 -0.396 -1.076 0.867 -0.30
P -3.0292 -7.1012 7.2349 0.284 -0.135 -0.457 1.02
O -3.3927 -7.9916 6.1078 0.156 0.762 0.863 -0.66
O -4.2600 -6.6243 8.1476 0.574 -0.569 0.088 -0.33
C -5.1679 -5.6866 7.5968 -0.283 0.397 -0.182 -0.63
O -2.0273 -7.7308 8.3093 -0.434 0.952 -0.481 -0.33
C -2.3584 -9.0109 8.8257 -0.100 -0.640 0.147 -0.65
H -2.3869 -4.1884 5.4924 0.063 -0.259 0.156 0.23
H -1.5852 -5.6592 4.9040 -0.136 0.038 -0.031 0.21
H -3.3622 -5.5925 5.0398 0.147 -0.054 -0.005 0.31
H -5.3453 -5.8809 6.5364 -0.032 -0.004 0.034 0.33
H -4.7683 -4.6776 7.7255 -0.028 -0.043 -0.080 0.24
H -6.1161 -5.7597 8.1311 0.156 -0.113 0.002 0.27
H -2.0382 -9.7827 8.1230 -0.109 0.033 0.036 0.26
H -3.4323 -9.0992 9.0061 0.070 -0.032 -0.012 0.31
H -1.8317 -9.1509 9.7709 -0.004 0.182 -0.124 0.24
C 6.0940 11.6122 -0.3559 0.221 0.265 -0.616 -0.62
O 5.8640 10.8904 0.8463 -0.738 -0.377 0.565 -0.32
P 4.3496 10.5280 1.2260 -0.335 -0.342 -0.231 1.06
O 3.3750 10.5803 0.1115 0.854 0.151 0.812 -0.67
O 4.0234 11.4998 2.4598 -0.031 -0.815 -0.216 -0.36
C 4.1964 12.8932 2.2696 0.134 0.518 -0.048 -0.66
O 4.5013 9.1064 1.9373 0.613 1.141 -0.353 -0.28
C 3.3041 8.4591 2.3472 -0.683 -0.433 0.112 -0.66
H 6.9819 12.2326 -0.2217 -0.048 -0.157 0.138 0.25
H 6.2700 10.9094 -1.1720 -0.072 0.106 -0.002 0.26
H 5.2537 12.2620 -0.6073 0.029 -0.148 -0.042 0.32
H 3.8894 13.1985 1.2664 -0.039 0.017 0.044 0.33
H 5.2459 13.1526 2.4298 -0.057 0.019 -0.060 0.24
H 3.5873 13.4261 3.0008 0.011 -0.185 -0.059 0.27
H 2.8550 7.9479 1.4932 -0.026 0.061 0.070 0.25
H 2.5916 9.1735 2.7662 0.034 -0.049 -0.039 0.33
H 3.5513 7.7215 3.1120 0.150 0.132 -0.126 0.25
C -7.9365 -2.0439 -10.3160 0.515 -0.420 0.302 -0.55
O -8.8197 -1.3314 -11.1716 -0.429 0.958 -0.117 -0.32
P -9.0763 0.2196 -10.8618 0.338 0.286 -0.058 1.01
O -8.0651 0.8824 -10.0056 -0.803 -0.649 -0.490 -0.60
O -10.5747 0.2500 -10.2901 0.485 0.393 -0.591 -0.31
C -10.8735 -0.5649 -9.1700 -0.136 -0.366 0.378 -0.56
O -9.2514 0.8415 -12.3223 -0.077 -1.028 0.764 -0.36
C -9.4328 2.2475 -12.4062 0.027 0.724 -0.043 -0.63
H -8.2618 -3.0848 -10.2736 -0.078 0.139 -0.147 0.25
H -6.9254 -2.0025 -10.7242 -0.042 0.018 0.119 0.27
H -7.9387 -1.6401 -9.3018 0.086 0.030 -0.120 0.24
H -10.0423 -0.5864 -8.4611 -0.048 0.028 0.020 0.26
H -11.0954 -1.5796 -9.5098 0.052 0.034 0.063 0.23
H -11.7538 -0.1625 -8.6672 0.120 0.066 -0.139 0.26
H -8.4633 2.7456 -12.3458 -0.094 -0.007 0.070 0.26
H -10.0844 2.6108 -11.6081 0.052 0.005 -0.056 0.30
H -9.8926 2.4813 -13.3675 0.045 -0.210 0.087 0.24
```
Positions in Å, forces in eV/Å.



Question: Which of these has the lowest frontier orbital gap?
Answer: C28H68BN2